{"formula": "C80H197N15O15", "method": "wB97M-V/def2-TZVPD", "elements": ["C", "C", "C", "O", "C", "N", "H", "H", "H", "H", "H", "H", "H", "H", "H", "H", "H", "C", "C", "C", "O", "C", "N", "H", "H", "H", "H", "H", "H", "H", "H", "H", "H", "H", "C", "C", "C", "O", "C", "N", "H", "H", "H", "H", "H", "H", "H", "H", "H", "H", "H", "C", "C", "C", "O", "C", "N", "H", "H", "H", "H", "H", "H", "H", "H", "H", "H", "H", "C", "C", "C", "O", "C", "N", "H", "H", "H", "H", "H", "H", "H", "H", "H", "H", "H", "C", "C", "C", "O", "C", "N", "H", "H", "H", "H", "H", "H", "H", "H", "H", "H", "H", "C", "C", "C", "O", "C", "N", "H", "H", "H", "H", "H", "H", "H", "H", "H", "H", "H", "C", "C", "C", "O", "C", "N", "H", "H", "H", "H", "H", "H", "H", "H", "H", "H", "H", "C", "C", "C", "O", "C", "N", "H", "H", "H", "H", "H", "H", "H", "H", "H", "H", "H", "C", "C", "C", "O", "C", "N", "H", "H", "H", "H", "H", "H", "H", "H", "H", "H", "H", "C", "C", "C", "O", "C", "N", "H", "H", "H", "H", "H", "H", "H", "H", "H", "H", "H", "C", "C", "C", "C", "C", "C", "N", "O", "C", "C", "C", "H", "H", "H", "H", "H", "H", "H", "H", "H", "H", "H", "H", "H", "H", "H", "H", "H", "H", "H", "C", "C", "C", "C", "C", "C", "N", "O", "C", "C", "C", "H", "H", "H", "H", "H", "H", "H", "H", "H", "H", "H", "H", "H", "H", "H", "H", "H", "H", "H", "C", "C", "C", "C", "C", "C", "N", "O", "C", "C", "C", "H", "H", "H", "H", "H", "H", "H", "H", "H", "H", "H", "H", "H", "H", "H", "H", "H", "H", "H", "C", "C", "C", "C", "C", "C", "N", "O", "C", "C", "C", "H", "H", "H", "H", "H", "H", "H", "H", "H", "H", "H", "H", "H", "H", "H", "H", "H", "H", "H"], "xyz": [[-2.24290, -2.79015, 3.98019], [-0.83385, -3.39870, 4.01288], [-0.26105, -3.25583, 5.37162], [-1.02489, -4.02017, 6.24265], [-0.57713, -4.19281, 7.55099], [-0.86351, -4.75175, 3.44871], [-2.16021, -1.74082, 4.21875], [-2.95131, -3.26853, 4.64664], [-2.51698, -2.82978, 2.92606], [-0.17771, -2.79523, 3.38569], [-0.28504, -2.17004, 5.64740], [0.81637, -3.52284, 5.39005], [0.29581, -4.87946, 7.65023], [-1.38577, -4.65669, 8.11055], [-0.33726, -3.23282, 8.02161], [-1.15892, -5.50249, 4.03485], [-1.44195, -4.75876, 2.62128], [-3.79308, 1.08025, 3.46429], [-4.20000, 0.55666, 2.06117], [-5.53866, -0.22902, 2.03166], [-5.73994, -0.67677, 0.72806], [-6.84145, -1.59875, 0.67435], [-4.13744, 1.72021, 1.18423], [-4.52999, 1.72694, 3.97122], [-2.91385, 1.71862, 3.37992], [-3.52831, 0.25391, 4.15039], [-3.41276, -0.09746, 1.65648], [-6.32853, 0.47534, 2.33782], [-5.54475, -1.05274, 2.77534], [-7.00690, -1.91263, -0.36221], [-7.76804, -1.19796, 1.09218], [-6.52982, -2.50807, 1.25378], [-4.70539, 2.51290, 1.46689], [-4.31206, 1.46613, 0.21614], [6.93738, -4.03483, 1.38160], [7.29904, -2.57275, 1.80321], [6.09355, -1.71790, 2.05202], [5.34204, -2.31871, 3.09200], [4.19658, -1.56655, 3.38794], [8.29489, -2.58309, 2.87264], [7.92444, -4.49149, 1.30252], [6.47655, -4.13221, 0.38882], [6.37581, -4.58755, 2.15451], [7.83559, -2.12017, 0.95828], [5.56701, -1.67532, 1.08561], [6.42263, -0.69183, 2.30489], [3.71348, -2.06005, 4.24114], [3.47961, -1.51268, 2.55140], [4.53754, -0.55886, 3.68788], [7.81782, -2.93032, 3.68450], [8.72220, -1.70745, 3.09576], [-2.58885, 6.08434, 2.83440], [-1.36234, 6.84680, 2.22772], [-0.23528, 5.87443, 1.90323], [0.42222, 5.50805, 3.08730], [1.46527, 4.62119, 2.88642], [-1.85506, 7.61631, 1.10505], [-3.11508, 5.66641, 1.95596], [-3.27609, 6.79994, 3.30598], [-2.31685, 5.28467, 3.51693], [-0.97628, 7.45662, 3.03196], [0.47565, 6.42105, 1.24516], [-0.59271, 4.97478, 1.36641], [2.17330, 4.91844, 2.08068], [1.00187, 3.60749, 2.66831], [1.99172, 4.48854, 3.86650], [-2.62159, 8.13942, 1.50658], [-1.10932, 8.21916, 0.82271], [-1.08566, -5.92108, -0.86379], [-0.95993, -6.51968, 0.54405], [-2.31747, -6.64155, 1.21547], [-2.81054, -5.34118, 1.44207], [-4.13864, -5.29322, 1.95255], [-0.41071, -7.85712, 0.52504], [-1.68105, -6.60819, -1.45974], [-0.08006, -5.86983, -1.30645], [-1.51556, -4.93268, -0.82526], [-0.43366, -5.80212, 1.17912], [-2.18150, -7.12292, 2.20401], [-3.06208, -7.26293, 0.70114], [-4.90407, -5.60675, 1.22638], [-4.29601, -4.25725, 2.19775], [-4.18278, -5.91452, 2.86365], [0.44104, -7.92600, 0.00510], [-0.16047, -8.11764, 1.46911], [-4.10307, -3.33155, -1.29805], [-5.32190, -4.20285, -1.72693], [-5.69586, -3.87750, -3.22022], [-6.84462, -4.66504, -3.66409], [-8.09033, -4.19588, -3.27465], [-4.95721, -5.58791, -1.49979], [-4.29214, -2.34081, -0.90593], [-3.29016, -3.34063, -2.02523], [-3.79487, -3.94915, -0.46252], [-6.21367, -4.07042, -1.14932], [-4.89641, -4.20599, -3.89135], [-5.96325, -2.84603, -3.42181], [-8.18641, -3.14895, -3.68135], [-8.28849, -4.08495, -2.19271], [-8.88734, -4.75674, -3.79324], [-5.80807, -6.11696, -1.70249], [-4.36845, -5.80288, -2.30461], [0.24373, -0.18451, -6.06387], [1.03809, -0.93615, -5.00810], [0.82118, -2.46154, -4.96950], [-0.39978, -2.72040, -4.34412], [-0.60144, -4.11143, -3.98376], [2.44110, -0.59768, -5.30326], [0.59506, 0.83941, -5.96013], [-0.79901, -0.26861, -5.78601], [0.53162, -0.65389, -7.00103], [0.86766, -0.58017, -4.00645], [1.73946, -2.85037, -4.46386], [0.83895, -2.88056, -6.01087], [-1.51668, -4.09728, -3.33926], [0.24655, -4.40570, -3.28852], [-0.70814, -4.78117, -4.83637], [3.03743, -0.97011, -4.55678], [2.59448, 0.39993, -5.25696], [2.15172, 3.85510, -3.91963], [1.89777, 3.47705, -5.36870], [1.84829, 4.61836, -6.41022], [3.11034, 5.23939, -6.42109], [3.27365, 6.25222, -7.41657], [2.90749, 2.44297, -5.80159], [2.67538, 4.80363, -3.98539], [2.84230, 3.11607, -3.49138], [1.24286, 3.87403, -3.35579], [0.93557, 2.97679, -5.50113], [0.98726, 5.29783, -6.31132], [1.71336, 4.01975, -7.32998], [4.29329, 6.63297, -7.24356], [2.56727, 7.07288, -7.30233], [3.19758, 5.83042, -8.43587], [3.79251, 2.90968, -5.98129], [2.60735, 2.04915, -6.68881], [6.07483, 0.08083, -5.36415], [6.21923, -1.35805, -5.78859], [6.01865, -2.40283, -4.65916], [4.80348, -2.17453, -3.99155], [4.47162, -3.06622, -2.98270], [5.36623, -1.69487, -6.95217], [5.03480, 0.31640, -5.11572], [6.28938, 0.73392, -6.20776], [6.73627, 0.41619, -4.54627], [7.22448, -1.54010, -6.16280], [6.84400, -2.39946, -3.94657], [6.00542, -3.37884, -5.15062], [4.29927, -4.07247, -3.46701], [3.51438, -2.81844, -2.52380], [5.22678, -3.13091, -2.17522], [4.38264, -1.46824, -6.74420], [5.68526, -1.14046, -7.74724], [2.94730, -4.68902, 1.63369], [2.76937, -6.04540, 2.28921], [4.09715, -6.82564, 2.39919], [4.63407, -7.05064, 1.11697], [5.93382, -7.70040, 1.11146], [2.18555, -5.95473, 3.64924], [3.52189, -4.82151, 0.73772], [3.52810, -4.03264, 2.29789], [2.00138, -4.19011, 1.42844], [2.14975, -6.64189, 1.60695], [3.99867, -7.77110, 2.91764], [4.87642, -6.21619, 2.92642], [6.27321, -7.74600, 0.07292], [5.90002, -8.70104, 1.57795], [6.66895, -7.12415, 1.67930], [1.26172, -5.53943, 3.60192], [2.80444, -5.36458, 4.19449], [-1.19174, 4.77215, -1.43769], [-2.49403, 5.24621, -2.11556], [-2.96206, 4.42414, -3.29299], [-2.04811, 4.43255, -4.36620], [-2.37907, 3.61536, -5.45613], [-3.52005, 5.16267, -1.02192], [-1.08742, 5.50522, -0.63719], [-0.30977, 4.83416, -2.11220], [-1.21914, 3.75848, -1.03679], [-2.45757, 6.27633, -2.49707], [-3.91518, 4.82878, -3.56167], [-3.10311, 3.39264, -2.92319], [-1.49129, 3.59948, -6.09100], [-3.25570, 3.98023, -6.00341], [-2.49787, 2.56014, -5.15962], [-3.43305, 5.98067, -0.42619], [-3.45550, 4.35098, -0.40698], [-7.88604, 4.47218, -4.61757], [-7.42100, 3.16339, -5.23409], [-6.04858, 2.69646, -4.69144], [-6.13304, 2.10977, -3.34248], [-7.07367, 0.90214, -3.39916], [-8.49533, 1.30239, -3.90934], [-8.28666, 2.03026, -5.18806], [-9.58775, 2.47474, -5.64210], [-9.32783, 0.04655, -4.13317], [-9.21087, 2.18078, -2.81090], [-7.17937, 3.35480, -6.73715], [-8.98184, 4.53980, -4.59539], [-7.55643, 5.41371, -5.06268], [-7.57014, 4.52422, -3.57233], [-5.72068, 1.96507, -5.46006], [-5.42024, 3.58545, -4.73037], [-6.48908, 2.85692, -2.61461], [-5.18769, 1.74754, -2.92305], [-7.21602, 0.48362, -2.39490], [-6.70256, 0.07701, -4.02075], [-10.30911, 0.27915, -4.55513], [-8.87848, -0.66514, -4.83047], [-9.38352, -0.44546, -3.13208], [-10.11323, 2.61568, -3.19950], [-9.46123, 1.52012, -1.97088], [-8.63414, 2.98575, -2.38403], [-6.41920, 4.13505, -6.84118], [-8.04165, 3.67411, -7.30900], [-6.77439, 2.41050, -7.11190], [-9.88924, 1.72684, -6.16497], [0.77229, -0.35833, 8.00449], [1.48516, 0.92557, 7.41907], [0.50607, 1.56401, 6.37331], [-0.70528, 2.26752, 7.03902], [-0.23923, 3.25644, 8.06760], [0.75742, 2.67595, 9.11479], [1.84497, 1.95859, 8.41208], [2.63513, 1.33418, 9.39471], [1.38593, 3.89562, 9.85802], [-0.19341, 1.92918, 10.05426], [2.71012, 0.49002, 6.60251], [0.17102, -0.66041, 7.16459], [0.07360, -0.09310, 8.77532], [1.44616, -1.12700, 8.37169], [1.05032, 2.24227, 5.71467], [0.15670, 0.75172, 5.72548], [-1.40507, 1.52367, 7.42650], [-1.25574, 2.76355, 6.25131], [-1.08393, 3.57437, 8.64866], [0.22887, 4.12168, 7.57777], [0.60009, 4.37203, 10.46466], [2.22868, 3.60424, 10.49557], [1.74438, 4.59501, 9.09917], [-1.06157, 1.43434, 9.58448], [0.34518, 1.27872, 10.73926], [-0.63330, 2.77410, 10.60641], [3.19289, 1.34523, 6.13703], [2.32289, -0.14441, 5.81561], [3.47884, -0.08010, 7.10686], [2.19076, 0.58956, 9.82306], [5.37342, 4.18445, 0.31983], [5.96615, 2.95957, 1.04004], [4.91683, 1.79790, 0.92882], [4.81905, 1.16345, -0.44335], [6.24719, 0.80632, -0.87765], [7.29660, 1.84849, -0.79251], [7.27040, 2.36613, 0.58777], [8.16825, 3.46274, 0.59943], [8.66875, 1.12749, -1.00712], [7.09991, 2.84098, -1.95003], [6.15136, 3.27545, 2.54101], [5.08968, 4.99454, 1.00792], [4.48512, 4.04176, -0.29233], [6.10120, 4.64934, -0.35902], [5.15982, 1.03030, 1.66402], [3.99595, 2.28748, 1.28765], [4.29865, 1.81927, -1.16040], [4.16483, 0.29421, -0.40903], [6.24254, 0.42205, -1.89128], [6.51005, -0.06188, -0.25773], [8.84932, 0.56643, -0.09258], [8.57494, 0.47259, -1.88582], [9.45143, 1.87867, -1.19859], [7.46317, 2.28171, -2.80793], [6.05676, 3.07312, -2.14155], [7.65153, 3.77426, -1.82993], [6.84120, 4.10490, 2.76322], [6.56572, 2.40987, 3.09801], [5.15977, 3.52930, 2.93639], [8.81464, 3.20711, 1.25279], [-0.25296, 1.00352, -2.03506], [-1.20482, 0.13318, -1.09503], [-0.91543, -1.39203, -1.25152], [0.42123, -1.77761, -0.62803], [0.39971, -1.38629, 0.79665], [0.05960, 0.10349, 1.04694], [-1.14691, 0.43357, 0.34898], [-1.37572, 1.85396, 0.47553], [-0.21623, 0.24994, 2.54629], [1.29388, 0.94510, 0.75434], [-2.63015, 0.28768, -1.55148], [0.00616, 1.97448, -1.60601], [-0.78416, 1.21500, -2.98309], [0.64295, 0.43438, -2.32964], [-1.73494, -1.98144, -0.79687], [-0.94222, -1.52628, -2.33101], [1.21915, -1.26977, -1.21268], [0.48056, -2.86589, -0.80008], [1.40970, -1.43637, 1.23115], [-0.24621, -2.03518, 1.39071], [-1.08921, -0.34885, 2.77937], [0.66007, -0.23608, 2.97796], [-0.29475, 1.29331, 2.85765], [2.05794, 0.78788, 1.52945], [1.76553, 0.59642, -0.17097], [1.03981, 1.99705, 0.66043], [-3.22080, -0.45120, -1.00943], [-2.59265, -0.01003, -2.59776], [-3.06358, 1.28862, -1.45728], [-2.29091, 1.91045, 0.86075]], "forces_ev_per_angstrom": [[0.864, 0.360, -0.756], [-1.083, -0.306, -0.453], [1.272, 0.496, 0.721], [-0.599, -0.659, 0.089], [0.549, -0.196, 0.539], [1.316, 0.555, -0.232], [-0.179, 0.504, 0.299], [-0.037, -0.238, -0.085], [-0.646, -0.086, 0.032], [-0.051, 0.084, -0.276], [-0.109, -0.564, -0.103], [-0.323, -0.270, 0.069], [-0.280, 0.477, -0.340], [-0.123, 0.047, 0.005], [0.080, -0.008, 0.022], [-0.338, -0.058, 0.846], [-0.125, 0.018, 0.021], [0.014, -0.646, 0.275], [0.180, 0.259, 0.668], [0.772, 1.134, 0.834], [-1.001, -0.663, -0.482], [1.099, -0.728, 0.225], [0.054, 0.105, -0.612], [-0.184, -0.438, -0.396], [0.173, -0.174, -0.224], [-0.249, 0.337, -0.265], [-0.130, -0.097, 0.396], [-0.161, -0.104, -0.055], [0.220, 0.137, -0.354], [0.129, 0.302, 0.152], [0.090, 0.184, 0.029], [-0.493, 0.540, -0.346], [-0.156, -0.292, -0.032], [-0.330, 0.130, 0.183], [0.971, 0.414, 0.468], [0.823, -0.215, -0.947], [0.240, -0.171, -0.065], [0.031, 0.165, -0.687], [0.053, 0.215, 0.673], [-0.575, -1.273, -0.048], [-0.077, -0.369, -0.037], [-0.218, 0.284, 0.440], [0.041, 0.405, -0.400], [-0.274, -0.053, -0.176], [-0.536, 0.082, 0.291], [-0.278, -0.213, 0.139], [-0.007, 0.224, -0.188], [0.248, 0.047, 0.070], [-0.538, -0.079, -0.082], [0.117, -0.069, 0.683], [-0.092, 0.624, -0.127], [0.190, 0.541, -1.257], [-0.899, -1.791, 1.620], [0.124, 0.359, -0.955], [-0.473, 1.037, 0.379], [0.135, -1.979, 0.558], [0.024, -0.796, 0.210], [0.063, -0.113, 0.469], [0.166, -0.249, 0.097], [0.095, 0.094, 0.117], [0.340, 0.514, 0.285], [-0.098, -0.379, 0.020], [0.060, 0.280, 0.131], [-0.383, -0.108, 0.426], [0.790, 0.780, -0.215], [-0.234, 0.333, -0.897], [-0.021, 0.537, -0.491], [0.112, 0.781, -0.395], [0.816, -0.934, 0.493], [-0.925, 0.509, -0.331], [-0.368, -0.208, 0.774], [-0.696, 0.325, -0.597], [0.560, -0.462, 0.107], [0.002, -0.235, 0.271], [-0.202, 0.112, -0.249], [-0.229, 0.112, -0.003], [-0.222, 0.253, -0.041], [0.502, -0.080, -0.075], [0.084, -0.047, -0.118], [0.272, 0.155, -0.425], [0.398, -0.126, 0.026], [-0.251, 0.382, 0.265], [-0.245, 0.201, -0.173], [0.454, 0.146, -0.475], [-0.050, -0.189, 0.174], [-0.887, -1.272, 0.734], [0.618, 1.589, -1.688], [-1.241, -1.569, 0.441], [1.184, -0.652, 0.396], [-0.727, 2.086, -0.791], [-0.408, -0.466, -1.136], [-0.301, 0.285, -0.326], [-0.197, 0.113, -0.189], [0.771, 0.296, 0.417], [-0.389, 0.742, 0.671], [0.089, 0.196, 0.144], [0.300, 0.519, 0.282], [-0.154, -0.518, 0.356], [0.216, -0.555, -0.205], [0.496, -0.119, 0.513], [0.224, -0.188, 0.119], [0.354, -0.498, 0.290], [0.237, -0.652, 1.425], [0.977, 0.084, -0.392], [1.213, 0.627, -1.178], [-0.276, -1.210, 0.299], [0.396, 1.399, 1.775], [0.677, -1.312, 0.431], [-0.334, 0.228, -0.520], [-0.442, 0.124, -0.562], [-0.390, 0.354, -0.331], [-0.871, 0.126, 0.448], [-0.806, -0.283, 0.142], [-0.001, 0.240, 0.617], [0.615, -0.231, -0.759], [-0.784, -0.031, -0.980], [0.093, 0.064, -0.064], [-0.018, -0.086, -0.437], [-0.213, 0.381, -0.088], [1.008, -0.174, -0.919], [0.108, -0.961, -0.908], [0.266, -1.305, -0.011], [-0.290, 0.737, -0.255], [0.699, -0.582, 0.316], [-0.548, 0.672, 0.225], [-0.077, 0.326, 0.699], [-0.291, 0.186, 0.039], [-0.428, 0.336, 0.402], [-0.136, -0.028, 0.333], [0.337, 0.094, 0.259], [-0.110, 0.618, -0.272], [-0.427, -0.040, -0.295], [-0.208, 0.012, 0.072], [-0.011, 0.132, 0.338], [-0.005, -0.004, 0.051], [0.096, 0.042, -0.070], [-0.183, 0.829, 0.297], [-0.218, -0.950, -0.127], [-0.052, 0.226, -0.730], [-0.379, 1.235, -0.040], [-0.083, -1.803, -0.300], [-0.229, 0.139, 0.507], [0.131, -0.163, 0.270], [0.204, 0.014, -0.207], [-0.247, -0.373, -0.128], [0.346, 0.043, 0.200], [0.226, 0.213, 0.150], [-0.041, -0.191, 0.028], [0.410, 0.519, 0.756], [0.022, 0.464, -0.110], [-0.106, -0.044, -0.382], [0.491, 0.029, -0.198], [-0.366, -0.137, 0.240], [0.467, 0.226, 0.667], [0.191, -0.389, 0.423], [1.029, 1.091, -0.010], [0.885, -0.676, -0.881], [-0.942, 0.441, 0.344], [0.411, -0.618, -0.804], [0.205, 0.138, -0.733], [-0.033, -0.097, -0.099], [-0.156, -0.129, -0.081], [-0.289, -0.091, 0.455], [-0.391, -0.235, 0.346], [-0.681, -0.201, 0.242], [-0.238, -0.137, 0.203], [-0.191, 0.210, -0.331], [-0.060, 0.226, 0.060], [-0.089, 0.213, 0.014], [-0.196, 0.101, 0.108], [0.683, 1.143, -1.352], [0.137, -1.034, 1.400], [0.250, -1.078, 0.576], [0.330, 0.490, 0.464], [0.462, -0.448, 0.111], [-0.686, 0.692, -0.816], [0.477, -0.280, 0.103], [-0.431, 0.061, 0.370], [-0.430, 0.038, 0.003], [0.272, -0.056, 0.595], [-0.849, 0.158, -0.514], [-0.115, -0.024, -0.245], [-0.184, 0.276, -0.253], [0.043, -0.128, 0.022], [-0.410, 0.190, 0.127], [0.067, -0.090, -0.100], [0.461, 0.082, -0.548], [-0.951, 0.288, 1.311], [1.248, 0.510, -1.415], [-0.229, 0.570, -1.475], [-0.159, -1.069, 1.236], [-1.126, 0.156, 0.396], [0.777, 1.185, 0.738], [-1.746, -1.367, 0.758], [0.187, -0.160, 0.088], [0.163, -0.227, 0.414], [0.280, -1.153, -0.127], [0.771, 0.476, 0.072], [0.217, -0.136, -0.116], [0.365, -0.439, -0.436], [-0.020, 0.070, 0.038], [0.307, 0.249, 0.702], [0.289, -0.123, -0.035], [-0.029, -0.255, -0.187], [0.182, 0.236, -0.344], [0.072, 0.010, -0.045], [0.217, 0.342, -0.087], [-0.104, -0.029, 0.530], [0.327, 0.158, 0.041], [-0.408, 0.180, -0.849], [-0.489, 0.057, -0.227], [-0.115, 0.097, -0.149], [0.481, 0.173, -0.149], [0.063, -0.051, -0.207], [-0.294, -0.103, 0.078], [-0.206, 0.218, -0.287], [-0.009, 0.065, -0.214], [0.454, 1.402, -0.457], [-0.596, -0.054, -0.432], [-0.265, -0.230, 0.805], [0.775, -0.801, -0.944], [1.082, 0.209, -0.003], [-0.835, 0.915, -1.101], [-0.673, -0.740, 0.346], [1.357, 0.247, 0.336], [-0.201, -0.665, -0.270], [-0.027, 0.390, 0.619], [-0.210, 0.187, 0.067], [-0.102, -0.916, -0.107], [-0.225, 0.027, 0.437], [0.085, -0.104, -0.206], [0.066, 0.257, 0.200], [0.021, 0.112, 0.019], [0.142, -0.068, 0.262], [-0.238, 0.331, -0.197], [-0.451, 0.654, 0.151], [-0.202, -0.138, 0.002], [0.399, 0.005, -0.198], [-0.277, 0.000, -0.094], [0.056, 0.008, 0.187], [0.718, -0.081, 0.057], [-0.268, -0.168, 0.236], [0.023, -0.658, 0.337], [-0.019, 0.185, -0.013], [-0.017, -0.240, -0.393], [-0.011, -0.055, 0.548], [-0.567, 0.002, -0.275], [0.870, 1.218, -0.540], [-0.520, -1.606, 0.487], [-0.044, 1.040, 0.885], [0.050, 0.933, -0.282], [-1.504, -1.913, -0.003], [0.757, 0.187, -0.058], [-0.969, 1.139, -0.574], [0.611, 0.458, -0.081], [-0.783, 0.925, 0.013], [0.051, -0.104, 0.216], [0.088, -0.211, 0.176], [0.204, -0.381, 0.146], [-0.054, -0.649, -0.001], [-0.045, -0.114, 0.281], [0.131, -0.060, 0.045], [-0.064, -0.482, -0.315], [0.375, 0.112, 0.121], [0.222, -0.336, 0.081], [-0.090, -0.113, -0.373], [0.319, 0.141, 0.031], [0.367, -0.201, -0.125], [0.169, 0.079, 0.346], [-0.140, -0.407, 0.197], [0.086, 0.314, -0.395], [-0.170, 0.058, 0.089], [0.114, -0.196, -0.027], [-0.357, -0.076, -0.441], [-0.416, 0.232, -0.415], [0.244, -0.030, 0.164], [0.373, -0.010, 0.283], [-0.622, -0.670, 0.036], [0.773, -0.133, 0.057], [-0.055, 1.140, -0.076], [-0.629, -0.403, -1.985], [0.942, 0.740, 1.278], [0.288, -0.344, 0.938], [-0.784, 0.860, -1.187], [-0.357, -0.218, 0.511], [0.531, -0.542, -0.523], [0.522, -0.274, -0.747], [-0.225, -0.156, -0.239], [0.059, -0.303, 0.102], [0.148, -0.096, 0.391], [-0.145, 0.420, 0.379], [0.330, 0.323, -0.093], [0.144, -0.539, -0.080], [-0.192, -0.431, 0.473], [0.572, 0.270, 0.360], [-0.139, -0.538, 0.020], [-0.196, 0.010, -0.110], [-0.325, 0.165, 0.308], [-0.052, 0.227, 0.687], [-0.078, -0.171, 0.049], [-0.319, 0.197, -0.009], [-0.050, 0.324, -0.067], [0.103, 0.109, 0.079], [-0.338, 0.244, 0.018], [-0.530, 0.113, -0.227], [0.258, -0.076, -0.065], [0.470, -0.042, -0.250]], "lowdin_charge": [-0.04, -0.41, -0.23, -0.17, -0.10, 0.08, 0.05, 0.09, 0.07, 0.11, 0.12, 0.13, 0.10, 0.09, 0.07, 0.08, 0.03, -0.05, -0.39, -0.22, -0.20, -0.09, 0.04, 0.08, 0.06, 0.07, 0.12, 0.13, 0.13, 0.07, 0.09, 0.10, 0.10, 0.06, -0.04, -0.43, -0.23, -0.19, -0.12, 0.05, 0.07, 0.08, 0.06, 0.13, 0.12, 0.12, 0.09, 0.08, 0.09, 0.07, 0.06, -0.04, -0.44, -0.22, -0.19, -0.13, 0.05, 0.06, 0.07, 0.07, 0.13, 0.13, 0.12, 0.09, 0.09, 0.10, 0.08, 0.07, -0.04, -0.45, -0.22, -0.26, -0.09, 0.05, 0.08, 0.07, 0.05, 0.11, 0.12, 0.13, 0.08, 0.06, 0.10, 0.06, 0.07, -0.03, -0.42, -0.13, -0.21, -0.14, 0.05, 0.05, 0.06, 0.05, 0.10, 0.12, 0.11, 0.08, 0.08, 0.09, 0.08, 0.08, -0.04, -0.43, -0.21, -0.21, -0.07, 0.05, 0.05, 0.08, 0.09, 0.09, 0.12, 0.14, 0.07, 0.09, 0.09, 0.05, 0.02, -0.03, -0.39, -0.22, -0.20, -0.09, 0.03, 0.08, 0.07, 0.04, 0.10, 0.13, 0.12, 0.09, 0.08, 0.09, 0.08, 0.07, -0.07, -0.42, -0.19, -0.23, -0.12, 0.03, 0.06, 0.07, 0.07, 0.13, 0.12, 0.12, 0.11, 0.07, 0.09, 0.05, 0.07, -0.05, -0.41, -0.22, -0.21, -0.08, 0.05, 0.07, 0.06, 0.06, 0.12, 0.12, 0.12, 0.09, 0.09, 0.07, 0.02, 0.06, -0.05, -0.38, -0.23, -0.18, -0.11, 0.04, 0.04, 0.07, 0.05, 0.15, 0.11, 0.12, 0.07, 0.09, 0.09, 0.04, 0.05, -0.02, -0.55, -0.15, -0.18, -0.12, -0.48, -0.08, -0.03, -0.04, -0.02, -0.04, 0.08, 0.09, 0.07, 0.13, 0.10, 0.11, 0.10, 0.11, 0.12, 0.08, 0.08, 0.09, 0.07, 0.08, 0.06, 0.08, 0.08, 0.08, 0.10, -0.01, -0.47, -0.12, -0.17, -0.15, -0.50, -0.07, -0.03, -0.02, -0.05, -0.03, 0.05, 0.05, 0.09, 0.11, 0.10, 0.11, 0.10, 0.11, 0.12, 0.08, 0.08, 0.08, 0.08, 0.08, 0.08, 0.09, 0.07, 0.08, 0.08, -0.03, -0.47, -0.15, -0.16, -0.16, -0.53, -0.07, -0.03, -0.02, -0.02, -0.04, 0.08, 0.08, 0.07, 0.09, 0.11, 0.11, 0.10, 0.11, 0.11, 0.08, 0.08, 0.09, 0.07, 0.07, 0.08, 0.08, 0.09, 0.08, 0.10, 0.01, -0.46, -0.12, -0.17, -0.14, -0.53, -0.06, -0.07, -0.02, -0.03, -0.04, 0.06, 0.08, 0.06, 0.11, 0.10, 0.11, 0.11, 0.11, 0.11, 0.06, 0.08, 0.08, 0.08, 0.07, 0.08, 0.06, 0.09, 0.07, 0.05], "total_energy_ha": -5115.821899, "total_charge": 0, "orbital_gap_ev": 8.94, "e_above_lowest_kcal_mol": 0.00, "homo_energy_ha": -0.3126}